{"formula": "C7H12IN", "method": "ωB97M-V with the def2-TZVPD basis set", "orbital_gap_ev": 7.926, "max_force_ha_per_bohr": 0.0791, "lumo_ev": 0.63, "de_lowest_kcal_mol": 51.9, "species": ["C", "C", "C", "C", "C", "C", "C", "N", "I", "H", "H", "H", "H", "H", "H", "H", "H", "H", "H", "H", "H"], "coordinates": [[1.26159, -2.19014, 0.49954], [-1.62058, 1.47126, -1.35262], [0.19193, 0.01582, 0.56658], [-2.35844, 1.28199, -0.32153], [1.36623, -2.95267, -0.70155], [0.88833, 1.26422, 0.46136], [-2.86125, 2.12704, 0.75019], [0.80013, -1.02042, 0.36889], [-3.09291, -0.77349, 0.04835], [1.47083, -2.66840, 1.49873], [-1.16837, 2.45880, -1.47899], [-1.40595, 0.75135, -2.17645], [0.68411, -3.78249, -0.74487], [1.20043, -2.47689, -1.65253], [2.35404, -3.35364, -0.82359], [1.90521, 1.04101, -0.10548], [1.11027, 1.65690, 1.44330], [0.37976, 1.98924, -0.19956], [-2.47853, 1.83403, 1.74015], [-4.00598, 2.05851, 0.74524], [-2.47577, 3.16591, 0.49011]], "nbo_charge": [-0.029, -0.478, 0.173, 0.012, -0.653, -0.705, -0.700, -0.304, 0.025, 0.202, 0.203, 0.236, 0.217, 0.226, 0.215, 0.182, 0.244, 0.231, 0.241, 0.245, 0.217]}